The following is a DFT calculation (the ωB97M-V functional and the def2-TZVPD basis) of a structure of composition C47H53FInN4O4Si.

Output
**Energy**: -2922.41297 Ha
**Net charge**: -1
**M**: 899.867 g/mol
**Frontier orbital gap**: 5.523 eV
**Energy relative to the best compared isomer or geometry (same formula, charge and spin)**: 1.210 eV

Geometry (Å):
In (-0.828, 1.293, -0.661)
C (-4.327, 0.584, 1.747)
C (-3.394, -0.576, 2.100)
C (-3.655, -1.082, 3.520)
C (-3.512, -1.683, 1.064)
C (-4.725, -2.346, 0.926)
C (-4.910, -3.313, -0.049)
C (-3.880, -3.590, -0.932)
C (-2.650, -2.946, -0.846)
C (-1.619, -3.224, -1.928)
C (-1.756, -2.163, -3.025)
C (-0.161, -3.339, -1.480)
C (-2.467, -2.031, 0.191)
N (-1.216, -1.382, 0.341)
C (-0.479, -1.715, 1.315)
C (0.742, -0.913, 1.710)
N (0.999, 0.223, 1.205)
C (2.174, 0.884, 1.676)
C (2.132, 1.757, 2.767)
C (3.352, 2.211, 3.265)
C (4.559, 1.850, 2.693)
C (4.558, 1.057, 1.557)
C (3.372, 0.578, 1.021)
C (3.387, -0.226, -0.262)
C (4.082, -1.576, -0.085)
C (4.028, 0.587, -1.386)
C (0.884, 2.213, 3.510)
C (-0.346, 2.503, 2.658)
C (0.538, 1.252, 4.654)
C (1.414, -1.681, 2.804)
C (2.555, -1.507, 3.544)
C (2.881, -2.473, 4.528)
C (2.101, -3.574, 4.765)
C (0.914, -3.778, 4.019)
C (0.011, -4.862, 4.147)
C (-1.102, -4.930, 3.351)
C (-1.405, -3.938, 2.385)
C (-0.552, -2.873, 2.250)
C (0.602, -2.810, 3.062)
H (-4.188, 1.406, 2.451)
H (-5.374, 0.273, 1.790)
H (-4.115, 0.956, 0.745)
H (-2.381, -0.175, 2.072)
H (-4.669, -1.476, 3.621)
H (-3.545, -0.264, 4.234)
H (-2.958, -1.874, 3.798)
H (-5.542, -2.093, 1.591)
H (-5.859, -3.825, -0.139)
H (-4.026, -4.319, -1.722)
H (-1.904, -4.193, -2.352)
H (-1.508, -1.173, -2.634)
H (-2.773, -2.137, -3.418)
H (-1.065, -2.368, -3.846)
H (0.275, -2.361, -1.274)
H (0.423, -3.786, -2.287)
H (-0.058, -3.974, -0.597)
H (3.339, 2.881, 4.118)
H (5.490, 2.215, 3.107)
H (5.494, 0.808, 1.072)
H (2.357, -0.413, -0.570)
H (5.131, -1.446, 0.195)
H (4.051, -2.138, -1.020)
H (3.601, -2.177, 0.690)
H (5.100, 0.721, -1.219)
H (3.562, 1.569, -1.467)
H (3.884, 0.076, -2.336)
H (1.173, 3.169, 3.959)
H (-0.808, 1.594, 2.276)
H (-0.112, 3.145, 1.807)
H (-1.091, 3.015, 3.273)
H (0.208, 0.289, 4.260)
H (-0.273, 1.660, 5.260)
H (1.398, 1.070, 5.302)
H (3.212, -0.662, 3.402)
H (3.785, -2.331, 5.106)
H (2.390, -4.295, 5.520)
H (0.208, -5.638, 4.876)
H (-1.781, -5.766, 3.460)
H (-2.301, -4.033, 1.791)
C (1.259, 0.780, -6.254)
Si (1.679, -0.522, -4.972)
C (3.530, -0.811, -5.054)
C (0.849, -2.118, -5.504)
C (1.116, 0.003, -3.336)
C (0.631, 0.356, -2.266)
H (1.647, 0.493, -7.235)
H (1.682, 1.749, -5.986)
H (0.178, 0.903, -6.336)
H (3.809, -1.079, -6.077)
H (3.850, -1.619, -4.393)
H (4.083, 0.088, -4.778)
H (1.215, -2.424, -6.487)
H (-0.232, -1.979, -5.575)
H (1.037, -2.931, -4.799)
F (-2.141, 8.756, -1.949)
C (-2.303, 7.437, -2.173)
C (-1.250, 6.633, -2.356)
N (-1.382, 5.289, -2.606)
C (-0.165, 4.470, -2.674)
C (0.525, 4.446, -1.294)
O (1.124, 5.490, -0.996)
O (0.396, 3.404, -0.612)
C (-2.617, 4.682, -2.636)
O (-2.798, 3.504, -2.848)
N (-3.679, 5.555, -2.427)
C (-3.658, 6.926, -2.200)
O (-4.683, 7.562, -2.053)
H (-0.233, 6.993, -2.278)
H (0.515, 4.963, -3.369)
H (-0.447, 3.490, -3.046)
H (-4.591, 5.120, -2.448)

Cartesian forces, eV/Å:
-0.162 0.253 -0.212
-0.028 -0.037 0.007
0.099 0.008 -0.006
0.005 0.002 -0.016
-0.060 0.048 0.000
-0.015 -0.058 -0.055
0.043 0.045 0.020
0.024 -0.029 -0.008
0.010 -0.204 -0.111
-0.074 0.064 0.012
0.026 0.010 0.025
0.067 -0.023 -0.034
0.097 0.163 0.062
0.095 0.082 0.270
-0.113 -0.009 0.078
0.145 -0.019 0.051
-0.155 -0.107 0.049
-0.103 -0.080 0.004
0.028 0.026 0.104
-0.040 0.072 -0.072
-0.005 -0.042 -0.048
0.048 0.050 0.059
0.022 0.038 -0.095
-0.022 -0.027 -0.024
-0.020 -0.003 -0.006
0.028 -0.003 0.022
-0.008 -0.033 0.020
0.010 0.118 -0.009
-0.001 0.022 -0.047
-0.021 0.052 -0.079
-0.025 -0.045 -0.001
0.011 0.037 -0.031
-0.008 -0.025 -0.011
-0.006 -0.001 0.045
0.012 -0.001 -0.010
-0.022 0.026 -0.017
-0.013 0.010 0.045
0.005 0.067 -0.087
0.015 0.019 -0.023
0.002 0.014 0.015
-0.023 -0.004 0.002
0.023 0.009 -0.015
0.007 -0.020 -0.035
-0.019 0.001 0.001
0.006 0.004 0.011
0.014 -0.016 -0.001
-0.016 -0.001 0.007
-0.016 -0.013 0.003
-0.007 -0.007 -0.005
0.002 0.007 -0.026
-0.017 -0.082 -0.038
-0.052 -0.008 -0.016
-0.139 0.007 0.209
-0.015 -0.050 -0.060
0.003 -0.030 -0.009
0.017 -0.017 0.035
0.013 -0.001 0.020
0.015 0.011 0.004
0.021 0.012 -0.017
0.055 0.032 0.025
0.021 0.000 0.007
0.004 -0.014 -0.021
-0.012 -0.004 0.015
0.027 0.010 0.007
-0.026 -0.001 -0.004
0.019 -0.032 -0.043
0.011 -0.043 0.063
-0.021 -0.033 0.006
0.034 -0.063 -0.015
-0.014 -0.007 0.012
-0.028 -0.028 0.007
-0.015 0.011 0.002
0.014 -0.006 0.003
0.033 0.054 -0.042
0.013 0.005 0.006
-0.006 -0.009 0.019
0.007 -0.008 0.017
-0.010 -0.013 -0.001
-0.015 -0.003 -0.045
-0.030 0.006 0.003
0.048 0.028 -0.151
0.044 0.024 0.048
-0.058 -0.007 -0.078
-0.042 -0.044 0.092
-0.038 0.173 0.119
-0.005 0.012 -0.024
0.031 0.018 0.015
-0.027 0.010 0.002
0.024 -0.014 -0.003
-0.009 -0.010 0.026
0.019 0.017 0.004
0.028 -0.013 -0.012
0.077 -0.008 -0.089
0.016 -0.008 0.016
-0.011 -0.096 -0.020
-0.015 0.045 -0.010
-0.017 0.065 0.062
0.021 0.097 0.137
0.046 0.066 -0.246
0.171 0.360 -0.227
-0.088 -0.033 0.066
0.067 -0.640 0.426
-0.027 0.053 -0.078
-0.036 -0.038 0.001
-0.088 -0.072 -0.025
0.003 -0.019 0.000
-0.001 0.018 0.010
0.025 -0.039 0.000
-0.015 -0.104 -0.108
0.013 -0.010 0.077
0.076 0.034 -0.004